[1]
28
Properties=species:S:1:pos:R:3:forces:R:3:nbo_charge:R:1 method="wB97M-V/def2-TZVPD" total_energy_ev=-16661.869 homo_energy_ha=-0.3054 gap_ha=0.32833 lumo_ev=0.624
C -0.99565 0.42860 1.43925 -0.36 -0.21 0.03 0.162
H -0.19643 -0.01884 -2.39720 0.05 -0.21 -0.02 0.230
H -4.27566 2.12646 0.72655 -0.05 0.14 -0.24 0.232
C 2.54102 -0.33950 -0.48940 0.35 -0.49 -0.44 -0.313
H 0.51452 -4.39054 -0.42953 0.13 0.05 -0.13 0.219
H -0.69117 -2.24402 -1.36954 0.12 -0.12 -0.29 0.218
H -3.67952 3.60380 1.41669 0.23 0.03 -0.06 0.215
H -0.54818 3.39537 0.25168 0.35 -0.08 -0.01 0.216
N -2.23652 0.82644 1.38850 -0.48 -0.08 -0.10 -0.472
C 0.86299 -3.66534 0.30898 0.00 -0.44 -0.17 -0.628
N -0.15896 1.38867 0.99507 0.88 -0.34 0.29 -0.515
C -0.91502 2.46898 0.65353 -0.50 0.40 -0.42 -0.121
C 0.27231 -1.77161 -1.21906 0.12 0.36 0.34 -0.170
C 2.27515 -1.59040 0.06035 0.33 -0.02 0.18 -0.194
H 2.82431 1.58524 -2.01332 0.15 0.14 0.05 0.478
C 1.18405 -2.34422 -0.33071 -0.61 0.03 0.42 -0.052
H 1.73711 -4.10291 0.79308 -0.09 0.08 0.10 0.216
H 0.04074 -3.60342 1.02442 0.13 0.20 0.17 0.220
C -2.20817 2.09940 0.87235 0.06 0.08 0.27 0.086
C -3.46827 2.85807 0.64429 -0.46 -0.23 0.38 -0.640
H 0.83703 1.27568 0.90600 -0.04 0.11 -0.08 0.423
C 1.68675 0.15679 -1.45584 0.02 0.36 0.36 0.288
H 2.92859 -1.95842 0.84511 0.06 -0.12 -0.16 0.212
H 3.47997 0.16272 -0.27723 -0.16 0.13 0.24 0.213
H -0.70925 -0.56091 1.76007 0.34 0.14 -0.02 0.197
C 0.52207 -0.52661 -1.76004 -0.42 0.29 -0.43 -0.258
H -3.50808 3.34529 -0.32691 0.03 0.00 -0.06 0.215
O 1.88424 1.39524 -2.01714 -0.19 -0.20 -0.20 -0.676

[2]
8
Properties=species:S:1:pos:R:3:forces:R:3:nbo_charge:R:1 method="wB97M-V/def2-TZVPD" total_energy_ev=-15017.809 homo_energy_ha=-0.3307 gap_ha=0.33645 lumo_ev=0.157
H -0.68134 1.11266 -0.21571 0.51 -1.56 0.78 0.206
C 1.41775 -0.23726 -0.40624 -4.45 0.22 0.86 -0.039
S 2.87833 0.52567 0.09796 0.36 0.44 0.08 0.403
H -0.08005 0.37863 1.26968 0.94 1.02 5.21 0.183
C -0.34719 0.17636 0.35626 1.67 -1.27 -6.85 -0.574
H -1.01670 -0.71507 0.20042 0.87 1.03 0.19 0.212
O 2.33561 -1.10431 0.19484 -0.77 0.20 -0.09 -0.577
H 1.11458 -0.40870 -1.43451 0.87 -0.09 -0.18 0.186

[3]
20
Properties=species:S:1:pos:R:3:forces:R:3:nbo_charge:R:1 method="wB97M-V/def2-TZVPD" total_energy_ev=-10299.938 homo_energy_ha=-0.3173 gap_ha=0.35121 lumo_ev=0.922
N 0.56077 -2.16221 -0.96349 0.97 -0.02 0.48 -0.879
H -0.46044 0.74983 3.16292 -0.58 -1.07 -0.21 0.406
H 0.40871 -3.15174 -0.81086 0.10 0.35 -0.17 0.399
H 0.02264 1.60402 -1.71336 0.09 0.13 -0.10 0.230
H -0.61684 -0.30120 -0.28816 0.29 -3.27 -2.81 0.188
C 0.58857 0.61234 0.08818 0.68 2.31 3.82 0.231
C -0.73225 1.19807 1.16522 2.01 -0.86 -1.08 -0.246
H 1.36767 -1.71446 -0.52008 -0.25 -0.40 0.21 0.421
N -1.45117 -1.45074 -1.96695 -0.23 -0.22 0.54 -0.701
H 1.15115 -0.54740 1.48877 0.04 0.43 0.10 0.347
H -1.36617 -2.31917 -2.51040 0.18 0.35 -0.09 0.327
N 1.53372 -0.06224 0.66547 -1.31 0.22 -1.24 -0.726
N -0.83049 0.35591 2.30421 0.05 0.66 -0.98 -0.893
H 1.78628 1.31828 -1.54717 -0.14 -0.09 -0.06 0.233
H -1.67331 1.36971 0.64392 0.06 -0.26 -0.30 0.195
C -0.49867 -1.34301 -1.13251 -2.00 2.04 0.90 0.326
C 0.86655 1.58328 -1.02235 -0.02 -0.55 -0.32 -0.687
H 1.02014 2.58397 -0.61000 -0.19 -0.10 0.11 0.230
H -0.31849 2.17025 1.43130 -0.02 -0.02 0.06 0.203
H -1.35835 -0.49349 2.13535 0.26 0.38 1.13 0.398

[4]
13
Properties=species:S:1:pos:R:3:forces:R:3:nbo_charge:R:1 method="wB97M-V/def2-TZVPD" total_energy_ev=-8363.693 homo_energy_ha=-0.3282 gap_ha=0.36398 lumo_ev=0.975
H -0.31722 0.30656 2.49589 0.19 0.04 -0.02 0.176
H -0.16027 -1.86913 0.96459 -0.06 0.14 0.02 0.225
C -0.98694 -0.71265 -1.44495 -0.36 -0.19 -0.30 -0.037
C 0.28456 1.23849 -0.27614 -0.11 0.03 -0.27 -0.069
C 0.51069 0.16431 1.77924 0.03 -0.21 0.19 -0.092
H 1.40264 -0.10794 2.35414 -0.02 0.02 -0.13 0.190
H -2.64864 -1.47999 -2.79107 0.23 0.05 -0.03 0.238
H -0.54230 1.93683 -0.46947 0.06 -0.09 0.10 0.181
C -0.16500 -0.20135 -0.39640 -0.08 -0.06 0.25 -0.124
O 0.75724 1.35953 1.05639 0.08 0.08 0.02 -0.519
C -1.84733 -1.11868 -2.18567 0.33 0.16 0.24 -0.201
H 1.10137 1.48867 -0.96777 -0.16 -0.09 0.06 0.188
C 0.07156 -0.83235 0.75392 -0.12 0.12 -0.12 -0.155

[5]
59
Properties=species:S:1:pos:R:3:forces:R:3:nbo_charge:R:1 method="wB97M-V/def2-TZVPD" s_squared=6.0084 charge=-2 total_energy_ev=-98509.344 homo_energy_ha="-0.0756 / -0.0637" spin_multiplicity=5 gap_ha="0.23002 / 0.21808" lumo_ev="4.201 / 4.201"
C 0.19302 4.35886 0.64305 -0.02 0.03 -0.04 -0.612
H 0.27586 1.71296 -3.48274 0.02 -0.01 -0.02 0.264
H 2.14857 -0.43590 -7.52811 -0.01 -0.01 0.00 0.198
C 5.18104 2.51884 -2.32599 0.06 -0.01 -0.01 -0.198
O 0.60728 -3.63346 -2.39515 -0.02 0.07 0.05 -0.731
C 0.29456 -2.80696 -1.52629 -0.08 -0.02 -0.10 0.753
H 2.87167 -1.15776 -5.27326 -0.02 0.04 -0.01 0.215
H 0.38300 3.35802 3.19707 0.00 0.01 -0.02 0.177
F 2.95198 -1.43119 -0.15290 -0.02 0.03 0.08 -0.439
H -0.67050 5.01986 0.70120 0.03 0.02 0.01 0.225
H 0.69468 -5.31910 -0.44135 0.01 0.03 -0.01 0.223
C 3.79295 0.61136 -2.69793 -0.12 -0.07 -0.07 -0.135
C 3.93287 1.91805 -2.26565 -0.05 0.06 0.06 -0.228
H -0.13953 -4.09269 3.61985 -0.01 0.03 -0.03 0.240
N -0.15944 -2.33642 0.77686 -0.05 0.26 0.12 -0.503
C 1.74221 0.04955 -6.64898 0.00 0.01 -0.01 -0.210
C 2.15591 -0.35044 -5.38814 0.05 -0.06 0.06 -0.243
O -0.96011 -1.68412 4.13069 0.09 0.06 -0.07 -0.737
C 1.63975 0.28309 -4.26766 0.10 0.03 0.09 -0.134
H 0.47918 1.37530 -7.77037 -0.01 0.00 0.00 0.197
C -0.19128 2.97501 1.14826 0.03 -0.07 0.08 0.128
O 1.38709 0.73344 -1.71170 0.10 0.16 -0.12 -1.000
O 0.04746 -1.57565 -1.66294 0.01 0.24 -0.17 -0.807
O -2.38241 3.28455 0.30820 -0.05 -0.10 0.04 -0.744
H 0.83885 -6.68475 1.38049 -0.01 0.00 0.01 0.469
H -0.70852 1.96702 2.97965 0.00 -0.03 -0.01 0.269
H 1.01730 4.76549 1.23776 0.00 -0.02 -0.01 0.180
O -1.42977 1.28304 -0.03203 0.18 -0.09 0.02 -0.825
C -0.59854 -1.43314 2.97001 0.01 0.02 0.02 0.747
F 3.16953 0.38617 1.02680 -0.06 0.05 0.05 -0.436
C 0.26894 1.66914 -5.65364 0.01 -0.03 -0.02 -0.197
H -0.47898 2.44585 -5.75613 0.00 0.00 0.02 0.206
C 0.68402 1.27559 -4.38729 -0.05 0.04 0.04 -0.236
H 7.25280 2.28150 -2.83951 0.00 0.00 -0.01 0.197
O 0.87260 2.07403 0.84472 0.13 -0.17 -0.01 -0.745
H 6.98881 -0.07591 -3.54879 0.00 0.01 0.00 0.200
F 2.50759 -1.44411 1.96779 -0.10 -0.03 0.02 -0.407
H 5.30618 3.53923 -1.98422 -0.02 -0.01 0.00 0.203
C 2.26732 -0.68273 0.84012 0.03 0.17 -0.30 0.492
C -0.04783 -3.89739 2.56052 -0.03 -0.08 0.02 -0.295
C 0.41558 -4.58368 0.30497 0.00 -0.10 0.05 -0.327
Fe 0.12512 -0.11879 0.16808 0.39 -0.59 0.31 1.536
C 4.88314 -0.11874 -3.14144 0.01 -0.02 -0.04 -0.232
S 2.16587 -0.18222 -2.59084 -0.21 0.09 0.07 1.345
C -0.26439 -2.62119 2.06953 -0.04 -0.07 -0.03 0.153
H 1.40633 1.88885 1.62463 0.03 -0.08 0.03 0.495
C 0.30601 -4.88414 1.65584 -0.02 0.06 -0.04 0.319
H 3.06475 2.42576 -1.85930 0.03 -0.02 -0.01 0.258
C -1.45370 2.47129 0.40906 -0.15 -0.03 -0.33 0.767
C 6.27761 1.81042 -2.80461 -0.04 -0.02 0.01 -0.229
C 6.13002 0.48909 -3.20659 -0.01 0.01 0.01 -0.224
O 0.54514 -6.15231 2.12666 0.03 -0.06 0.01 -0.682
H 0.51558 4.28982 -0.39882 -0.02 0.01 0.04 0.208
O -0.45556 -0.32172 2.39899 -0.18 0.31 0.07 -0.792
C -0.48447 2.97997 2.64235 0.00 0.00 0.03 -0.643
H -1.33884 3.62935 2.83900 0.02 -0.01 0.01 0.216
C 0.80291 1.06599 -6.78388 0.01 -0.02 0.04 -0.236
H 4.76012 -1.16254 -3.41074 0.01 0.03 0.00 0.217
C 0.17027 -3.28250 -0.08695 0.03 -0.02 0.01 0.134